This record from the OMol25 dataset describes the molecule C26H40N4O2. The level of theory is ωB97M-V/def2-TZVPD.

Electronic energy: -1384.3198 hartree
Energy relative to the best compared isomer or geometry (same formula, charge and spin): 1.70 kcal/mol
Net charge: 0
Structure (SMILES): CCN(CC)CCCN(Cc1cc2ccc(C)c(C)c2[nH]c1=O)C(=O)NC1CCCCC1

The geometry in XYZ format:
```
72
Properties=species:S:1:pos:R:3:mulliken_charge:R:1
C -1.09403 3.88013 -2.38987 -1.25
C 0.41443 4.02148 -2.14807 -0.37
N 0.79920 4.40179 -0.80135 0.50
C 0.29589 5.69605 -0.38888 -0.48
C 1.16445 6.33524 0.69165 -1.41
C 0.63950 3.35480 0.19161 -1.19
C 1.97946 3.01018 0.86013 -0.57
C 2.84907 2.11831 -0.02836 -1.49
N 2.35592 0.76013 -0.14674 0.44
C 2.51774 -0.12348 0.98877 -1.47
C 1.22924 -0.78771 1.41013 0.79
C 0.08882 -0.10677 1.65855 -0.21
C -1.11951 -0.76149 2.03909 0.82
C -2.31133 -0.07136 2.28361 -0.69
C -3.44117 -0.75978 2.64420 -1.29
C -3.44033 -2.15379 2.77449 1.29
C -4.71452 -2.84038 3.16781 -1.75
C -2.27174 -2.86691 2.53704 1.00
C -2.20181 -4.36425 2.64799 -1.87
C -1.11207 -2.16194 2.17206 -0.76
N 0.06473 -2.81800 1.91868 0.07
C 1.24179 -2.24224 1.51142 -0.25
O 2.20072 -2.95213 1.23495 -0.74
C 1.94072 0.31007 -1.37610 0.67
O 1.78554 1.06837 -2.32076 -0.76
N 1.68008 -1.02005 -1.46890 0.16
C 1.16772 -1.59012 -2.69860 -0.38
C -0.36629 -1.64217 -2.67209 -1.17
C -0.86561 -2.64516 -1.63815 0.57
C -0.30523 -4.03293 -1.93424 -0.97
C 1.22068 -4.00906 -1.93404 -0.24
C 1.74744 -2.98397 -2.93756 -1.23
H -1.26774 3.53507 -3.40553 0.44
H -1.60603 4.83104 -2.25519 0.35
H -1.52658 3.15398 -1.70431 0.26
H 0.81548 4.77869 -2.82877 0.57
H 0.90298 3.07264 -2.37672 0.05
H 0.30358 6.34584 -1.26743 0.50
H -0.74489 5.64149 -0.01844 0.33
H 0.82249 7.34961 0.88564 0.45
H 2.19894 6.37210 0.36114 0.33
H 1.11192 5.77357 1.62069 0.26
H -0.08312 3.66184 0.96249 0.25
H 0.25546 2.44967 -0.28672 0.42
H 1.80043 2.51666 1.81919 0.48
H 2.52791 3.93074 1.05244 0.54
H 3.87266 2.08908 0.36585 0.37
H 2.87019 2.53860 -1.03466 0.56
H 2.89578 0.47807 1.81964 0.56
H 3.26058 -0.90862 0.78662 0.27
H 0.06894 0.96817 1.56049 0.39
H -2.32720 1.00310 2.18254 0.56
H -4.35757 -0.22014 2.83116 0.34
H -4.58746 -3.39150 4.09869 0.38
H -5.50734 -2.11112 3.31061 0.40
H -5.03173 -3.54087 2.39641 0.37
H -1.92237 -4.80388 1.68962 0.34
H -1.46192 -4.65969 3.39279 0.40
H -3.15631 -4.78511 2.94128 0.44
H 0.08251 -3.82830 1.98123 0.25
H 1.97900 -1.66225 -0.75799 0.08
H 1.47638 -0.91301 -3.50503 0.46
H -0.74613 -0.64440 -2.44670 0.44
H -0.72513 -1.92609 -3.66326 0.47
H -0.54881 -2.32235 -0.64513 -0.48
H -1.95804 -2.67235 -1.64506 0.39
H -0.66555 -4.75039 -1.19252 0.31
H -0.66208 -4.36094 -2.91383 0.42
H 1.58559 -3.77820 -0.93177 0.06
H 1.60501 -4.99744 -2.19611 0.39
H 2.83711 -2.93893 -2.88450 0.38
H 1.47359 -3.29728 -3.94732 0.46
```

---

This record from the OMol25 dataset describes a structure of composition C26H40N4P2S3V. The level of theory is ωB97M-V/def2-TZVPD.

Electronic energy: -4054.6827 hartree
2S+1: 4
Energy relative to the best compared isomer or geometry (same formula, charge and spin): 0.00 kcal/mol
Net charge: +2

The geometry in XYZ format:
```
76
Properties=species:S:1:pos:R:3:mulliken_spin:R:1
V 2.03173 -0.97748 -0.92963 2.94
C 1.79801 -4.75962 -1.28022 0.01
P 2.64354 -3.39057 -0.44146 -0.03
C 4.40006 -3.84634 -0.54192 0.02
C 2.23988 -3.63588 1.33419 0.01
C 2.77520 -2.47666 2.17895 0.00
P 2.16845 -0.86969 1.53030 -0.04
C 0.53119 -0.66272 2.30918 0.03
C 3.16841 0.37658 2.39440 0.01
H 2.08336 -5.72312 -0.85606 0.00
H 2.05540 -4.75586 -2.33978 0.00
H 0.71791 -4.63910 -1.19279 0.00
H 4.57322 -4.82648 -0.09515 0.00
H 5.02469 -3.10754 -0.03967 0.00
H 4.70900 -3.87832 -1.58726 0.00
H 2.64319 -4.59149 1.67690 0.00
H 1.15105 -3.70251 1.42234 0.00
H 3.86807 -2.45548 2.14207 0.00
H 2.49861 -2.58730 3.22973 0.00
H 0.58443 -0.78817 3.39149 0.00
H -0.18287 -1.38257 1.90508 0.00
H 0.16561 0.34393 2.09266 0.00
H 3.05442 0.29578 3.47609 0.00
H 2.85290 1.37466 2.08569 0.00
H 4.22328 0.25527 2.14537 0.00
S 1.14118 1.31265 -1.08746 -0.07
C -0.52007 1.06504 -1.14338 0.01
N -1.40609 2.03467 -1.13448 0.02
C -2.84024 1.74908 -1.16107 0.00
C -3.12161 0.53529 -0.32261 0.00
N -2.30978 -0.57776 -0.82779 0.01
C -2.85979 -1.97704 -0.81045 0.00
C -4.28735 -2.05890 -0.37587 0.00
C -4.59773 -2.22798 0.97064 0.00
C -5.92044 -2.28474 1.38137 0.00
C -6.93897 -2.17466 0.44488 0.00
C -6.63596 -2.01616 -0.90011 0.00
C -5.31307 -1.95987 -1.31109 0.00
C -1.07984 -0.37785 -1.24131 0.03
S -0.12239 -1.63124 -1.85464 0.01
C -1.03032 3.46829 -1.03338 0.00
C -1.20866 3.95803 0.37893 0.00
C -2.38704 4.59451 0.75555 0.00
C -2.57880 5.00426 2.06746 0.00
C -1.58706 4.78612 3.01124 0.00
C -0.39905 4.17278 2.63777 0.00
C -0.20820 3.76182 1.32816 0.00
H -3.15866 1.60903 -2.19770 0.00
H -3.35399 2.61530 -0.75300 0.00
H -4.16739 0.25083 -0.39566 0.00
H -2.88113 0.70270 0.73095 0.00
H -2.20211 -2.54258 -0.14527 0.00
H -2.71584 -2.37000 -1.81649 0.00
H -3.80022 -2.32828 1.69862 0.00
H -6.15786 -2.42671 2.42690 0.00
H -7.97194 -2.22427 0.76143 0.00
H -7.43164 -1.94987 -1.62973 0.00
H -5.07859 -1.85329 -2.36422 0.00
H -1.68358 4.00229 -1.72385 0.00
H -0.00747 3.56208 -1.38787 0.00
H -3.15114 4.80758 0.01585 0.00
H -3.49410 5.50884 2.34520 0.00
H -1.73161 5.11273 4.03207 0.00
H 0.38713 4.03408 3.36852 0.00
H 0.72790 3.30348 1.03355 0.00
C 4.89252 3.29792 -2.07567 0.00
N 4.56590 1.93475 -1.68285 0.01
C 4.54912 0.89885 -2.50772 0.03
N 4.80204 1.08217 -3.79872 0.00
S 4.24355 -0.69776 -1.94345 -0.01
H 4.84978 3.93186 -1.19543 0.00
H 4.17526 3.67423 -2.80603 0.00
H 5.90458 3.35209 -2.48075 0.00
H 4.41464 1.72075 -0.71220 0.00
H 5.09939 1.96770 -4.17663 0.00
H 4.80803 0.27784 -4.40270 0.00
```

---

This record from the OMol25 dataset describes the molecule C26H40O5. The level of theory is ωB97M-V/def2-TZVPD.

Electronic energy: -1390.9502 hartree
Energy relative to the best compared isomer or geometry (same formula, charge and spin): 0.00 kcal/mol
Net charge: 0
Structure (SMILES): CC(C)OC(=O)CCC/C=C\C[C@@H]1[C@@H](CC[C@@H](O)CCc2ccccc2)[C@H](O)C[C@@H]1O

The geometry in XYZ format:
```
71
Properties=species:S:1:pos:R:3:mulliken_charge:R:1
C -4.82911 -1.58872 -0.83676 -1.41
C -4.26987 -1.90708 0.54373 1.08
C -5.24357 -2.72668 1.38216 -1.62
O -3.06547 -2.68264 0.37109 -0.37
C -1.92669 -2.26157 0.90028 0.59
O -1.79814 -1.23758 1.53086 -0.77
C -0.79493 -3.21933 0.60066 -0.91
C 0.37622 -2.45538 -0.02118 0.20
C -0.00857 -1.88448 -1.39253 -0.30
C 0.92339 -0.78982 -1.80817 -0.34
C 0.58913 0.43978 -2.17839 0.17
C -0.79221 1.00052 -2.29515 -0.56
C -1.01773 2.21860 -1.39330 -0.67
C -0.69779 1.96222 0.09935 2.26
C 0.53853 2.75205 0.54681 -1.54
C 1.08656 2.31989 1.91419 -1.12
C 2.22308 1.28111 1.83562 -0.08
O 1.83338 0.13999 1.11314 -0.15
C 3.52105 1.89550 1.29309 -0.55
C 4.71591 0.93598 1.38137 -1.59
C 4.60016 -0.22155 0.42937 0.34
C 4.74027 -0.01590 -0.93838 0.05
C 4.63356 -1.06965 -1.82812 -0.82
C 4.38568 -2.34952 -1.36031 -0.30
C 4.24644 -2.56482 -0.00007 -0.65
C 4.35438 -1.50870 0.88687 -0.17
C -1.95837 2.40291 0.87418 -0.62
O -2.85157 1.33157 1.11286 -0.57
C -2.65660 3.38408 -0.07155 -1.03
C -2.49529 2.69311 -1.42782 -0.83
O -3.41115 1.63866 -1.56181 -0.61
H -5.74905 -1.02127 -0.73455 0.41
H -4.12460 -0.99546 -1.41378 0.21
H -5.03641 -2.51048 -1.37494 0.41
H -4.01146 -0.98108 1.06976 0.03
H -5.47795 -3.65963 0.87528 0.34
H -6.15969 -2.16363 1.53371 0.40
H -4.80762 -2.95531 2.35193 0.40
H -1.16109 -4.00362 -0.06229 0.30
H -0.47844 -3.66650 1.54513 0.38
H 1.23931 -3.11420 -0.12143 0.41
H 0.65556 -1.64485 0.65253 0.00
H 0.02090 -2.68410 -2.13918 0.51
H -1.03329 -1.51603 -1.35038 -0.26
H 1.96954 -1.06873 -1.78335 0.02
H 1.37765 1.13361 -2.44950 0.48
H -0.96285 1.31149 -3.33023 0.55
H -1.54220 0.24840 -2.05776 -0.23
H -0.39773 3.04690 -1.75110 0.65
H -0.52556 0.89646 0.27422 -0.57
H 0.27335 3.81145 0.58171 0.49
H 1.31647 2.64501 -0.21163 0.44
H 1.46280 3.18786 2.45803 0.35
H 0.27775 1.88566 2.50342 0.46
H 2.41339 0.91305 2.85153 0.60
H 1.72793 0.37951 0.18241 -0.39
H 3.74420 2.79349 1.87239 0.51
H 3.38029 2.19187 0.25129 0.23
H 4.80025 0.56535 2.40441 0.42
H 5.62399 1.49889 1.14781 0.44
H 4.94303 0.97925 -1.31087 0.42
H 4.74531 -0.89300 -2.88855 0.36
H 4.30201 -3.17330 -2.05437 0.39
H 4.05647 -3.56129 0.37222 0.42
H 4.23968 -1.68392 1.94611 0.34
H -1.69781 2.87465 1.83252 0.52
H -2.35679 0.56390 1.44801 0.57
H -2.15150 4.34860 -0.06151 0.42
H -3.70393 3.51688 0.19335 0.46
H -2.67659 3.36081 -2.27580 0.55
H -3.46601 1.23078 -0.67865 0.48
```

---

- The lowest electronic energy belongs to which entry?
  C26H40N4P2S3V